DFT (ωB97M-V with the def2-TZVPD basis set) results for 17 unconnected molecules or ions with the total composition C62H152N6O17 at a distorted geometry.

XYZ file:
```
237
Properties=species:S:1:pos:R:3
C -11.831 11.551 -21.609
C -11.477 12.028 -20.140
O -10.042 11.912 -19.894
H -12.918 11.500 -21.678
H -11.505 10.520 -21.752
H -11.482 12.292 -22.328
H -12.186 11.513 -19.492
H -11.645 13.097 -20.006
H -9.829 12.685 -19.366
C -10.268 7.514 -17.680
C -10.740 8.719 -18.455
O -9.775 9.688 -18.130
H -10.310 7.752 -16.617
H -9.245 7.253 -17.950
H -10.853 6.613 -17.869
H -11.671 9.147 -18.084
H -10.842 8.525 -19.523
H -10.046 10.491 -18.580
C -7.383 11.667 -14.599
C -8.345 11.288 -13.479
O -8.710 12.418 -12.672
H -7.884 12.143 -15.443
H -6.973 10.754 -15.030
H -6.581 12.351 -14.320
H -7.802 10.615 -12.815
H -9.252 10.779 -13.806
H -9.078 12.032 -11.874
C -17.401 16.145 -12.924
C -17.886 17.609 -13.022
O -18.777 17.938 -11.959
H -16.789 16.127 -12.022
H -16.860 15.745 -13.782
H -18.161 15.368 -12.837
H -18.402 17.701 -13.977
H -17.112 18.377 -13.036
H -18.865 18.894 -11.965
C -16.672 20.043 -16.596
C -16.220 21.484 -16.379
C -16.603 22.191 -17.748
C -16.563 23.713 -17.634
C -17.516 24.138 -16.527
C -17.054 23.638 -15.133
N -16.799 22.127 -15.156
O -16.524 21.476 -13.934
C -15.806 24.349 -14.603
C -18.205 24.045 -14.215
C -14.724 21.464 -16.223
H -17.740 20.002 -16.809
H -16.624 19.427 -15.698
H -16.125 19.601 -17.428
H -15.966 21.928 -18.592
H -17.579 21.881 -18.123
H -16.728 24.164 -18.613
H -15.600 24.130 -17.339
H -18.555 23.879 -16.732
H -17.449 25.225 -16.499
H -15.681 24.188 -13.532
H -14.818 24.105 -14.994
H -15.749 25.413 -14.833
H -18.010 23.671 -13.210
H -18.191 25.130 -14.118
H -19.133 23.549 -14.499
H -14.379 22.491 -16.100
H -14.179 21.185 -17.125
H -14.408 20.847 -15.382
H -15.777 21.909 -13.513
C -11.800 11.932 -11.873
C -11.706 10.764 -10.850
C -12.586 9.650 -11.597
C -12.314 8.293 -10.888
C -10.856 7.949 -10.894
C -9.903 9.001 -10.314
N -10.297 10.398 -10.688
O -9.528 11.417 -10.122
C -9.991 8.780 -8.798
C -8.511 8.629 -10.816
C -12.396 11.242 -9.499
H -11.273 11.685 -12.794
H -11.505 12.865 -11.393
H -12.836 12.090 -12.174
H -13.651 9.837 -11.460
H -12.402 9.605 -12.670
H -12.785 7.562 -11.545
H -12.796 8.304 -9.910
H -10.463 7.587 -11.844
H -10.923 7.064 -10.262
H -10.963 8.973 -8.344
H -9.594 7.812 -8.493
H -9.326 9.432 -8.232
H -7.824 9.375 -10.417
H -8.284 7.635 -10.431
H -8.474 8.615 -11.905
H -11.893 12.053 -8.973
H -12.424 10.431 -8.771
H -13.389 11.674 -9.618
H -9.951 11.576 -9.276
C -17.850 9.933 -17.768
C -17.748 11.492 -17.845
C -18.470 11.921 -19.166
C -18.878 13.425 -19.080
C -19.819 13.632 -17.876
C -19.123 13.325 -16.485
N -18.457 11.958 -16.628
O -17.878 11.489 -15.469
C -18.058 14.482 -16.159
C -20.237 13.297 -15.420
C -16.300 11.811 -17.863
H -17.094 9.507 -18.428
H -18.824 9.585 -18.112
H -17.732 9.516 -16.767
H -17.792 11.934 -20.019
H -19.266 11.231 -19.444
H -19.407 13.751 -19.976
H -18.057 14.136 -19.166
H -20.635 12.914 -17.958
H -20.177 14.661 -17.854
H -17.746 15.009 -17.060
H -18.577 15.138 -15.460
H -17.252 14.206 -15.478
H -19.809 13.052 -14.448
H -20.729 14.250 -15.224
H -21.007 12.549 -15.610
H -15.806 11.515 -16.938
H -16.131 12.877 -18.014
H -15.693 11.316 -18.621
H -18.615 10.989 -15.111
C -10.819 16.670 -12.344
C -10.063 16.773 -11.038
C -10.204 15.405 -10.391
C -9.183 15.141 -9.281
C -7.730 15.444 -9.688
C -7.550 16.825 -10.339
N -8.636 17.041 -11.370
O -8.395 18.272 -12.072
C -7.434 17.785 -9.201
C -6.222 16.744 -11.104
C -10.663 17.825 -10.044
H -10.822 17.605 -12.904
H -11.871 16.409 -12.227
H -10.378 15.854 -12.916
H -11.113 15.235 -9.814
H -10.188 14.605 -11.132
H -9.345 14.172 -8.808
H -9.374 15.745 -8.395
H -7.321 14.683 -10.351
H -7.188 15.330 -8.749
H -7.383 18.802 -9.591
H -8.298 17.896 -8.546
H -6.560 17.692 -8.556
H -5.900 17.719 -11.470
H -5.443 16.461 -10.396
H -6.320 16.094 -11.973
H -11.734 17.626 -10.072
H -10.467 18.850 -10.361
H -10.309 17.667 -9.025
H -8.404 18.012 -12.996
C -14.076 15.518 -17.999
C -13.386 16.059 -16.678
C -14.516 15.802 -15.602
C -14.537 14.329 -15.066
C -13.085 13.917 -14.669
C -12.102 13.908 -15.880
N -12.153 15.253 -16.492
O -11.067 15.627 -17.333
C -10.705 13.690 -15.208
C -12.272 12.719 -16.816
C -13.046 17.557 -16.812
H -13.377 15.455 -18.833
H -14.939 16.121 -18.283
H -14.399 14.497 -17.796
H -14.626 16.550 -14.817
H -15.431 15.978 -16.166
H -14.878 13.538 -15.734
H -15.101 14.272 -14.136
H -13.217 12.860 -14.439
H -12.734 14.457 -13.790
H -10.576 12.701 -14.769
H -9.821 13.930 -15.798
H -10.584 14.424 -14.412
H -13.292 12.662 -17.197
H -11.617 12.651 -17.684
H -12.052 11.868 -16.172
H -13.852 18.285 -16.724
H -12.488 17.789 -17.719
H -12.458 17.820 -15.933
H -10.617 16.216 -16.723
C -8.052 19.658 -19.100
C -9.209 19.031 -19.946
C -9.117 19.854 -21.237
C -9.991 19.243 -22.308
C -9.447 17.888 -22.699
C -9.478 16.859 -21.442
N -8.992 17.559 -20.253
O -9.003 16.767 -19.192
C -10.901 16.256 -21.411
C -8.453 15.732 -21.733
C -10.545 19.196 -19.192
H -7.117 19.799 -19.643
H -7.824 18.964 -18.291
H -8.363 20.645 -18.758
H -9.558 20.824 -21.009
H -8.088 19.933 -21.588
H -10.128 19.942 -23.133
H -10.955 19.142 -21.808
H -8.470 18.072 -23.146
H -10.130 17.429 -23.414
H -11.054 15.590 -22.259
H -11.203 15.776 -20.480
H -11.639 17.058 -21.426
H -8.602 15.354 -22.745
H -7.455 16.160 -21.636
H -8.560 14.919 -21.015
H -10.787 20.239 -18.990
H -10.506 18.709 -18.218
H -11.378 18.791 -19.768
H -9.945 16.654 -19.044
O -8.279 13.681 -18.423
H -7.950 13.976 -17.574
H -7.645 14.019 -19.056
O -6.644 14.906 -16.028
H -7.187 14.895 -15.240
H -6.865 15.731 -16.460
O -13.268 8.889 -14.964
H -12.700 9.603 -15.253
H -14.114 9.306 -14.804
O -9.393 16.918 -15.456
H -8.638 17.462 -15.231
H -9.354 16.186 -14.841
O -7.918 14.943 -13.733
H -7.712 15.368 -12.900
H -8.213 14.066 -13.489
O -16.881 12.243 -12.881
H -17.202 12.677 -13.671
H -17.597 12.332 -12.251
O -15.081 10.828 -14.385
H -15.768 11.260 -14.893
H -15.211 11.143 -13.490
```

Calculated values
- Net charge: +1
- Multiplicity: 2
- DFT total energy: -110489.3348 eV